No. 1
ORCA calculation (wB97M-V/def2-TZVPD) on a 3-piece molecular cluster, C7H19N4O3P overall.

XYZ file:
```
34
Properties=species:S:1:pos:R:3
P -2.282 -1.185 -1.695
O -2.297 2.053 -1.170
O 0.003 -4.078 1.188
O 2.549 3.793 0.803
N 2.265 -4.154 1.057
N 1.025 -6.101 1.200
N 2.432 5.902 -0.022
N 0.544 4.571 0.085
C -3.433 -0.041 -0.792
C -1.073 -1.476 -0.342
C 0.486 0.548 -0.872
C 1.885 4.694 0.322
C 1.029 -4.734 1.151
C -0.233 -0.293 0.178
C -2.820 1.275 -0.390
H -3.721 -0.592 0.103
H 1.906 6.656 -0.420
H 1.368 0.034 -1.246
H -0.022 5.294 -0.314
H -4.328 0.112 -1.391
H 1.856 -6.659 1.171
H -0.437 -2.323 -0.578
H 0.540 -0.719 0.823
H 2.300 -3.153 1.025
H 3.120 -4.673 1.024
H 0.118 3.695 0.320
H -0.149 0.837 -1.703
H -2.835 1.521 0.688
H -1.692 -1.825 0.486
H 3.413 6.022 0.139
H -1.644 -0.249 -2.530
H 0.826 1.470 -0.401
H 0.134 -6.553 1.267
H -0.835 0.333 0.838
```

Properties
Multiplicity: 1
HOMO level (eV): -8.5493

No. 2
ORCA calculation (wB97M-V/def2-TZVPD) on an isolated ion of composition C7H19NO3P and charge +1.

XYZ file:
```
31
Properties=species:S:1:pos:R:3
P 0.264 -0.408 -0.298
O 0.332 -0.563 -1.759
O -0.977 -1.098 0.407
O 1.445 -0.621 0.725
N 0.010 1.362 -0.007
C 1.159 1.941 -0.584
C -2.126 -1.564 -0.263
C -1.173 1.855 -0.804
C -0.245 1.613 1.454
C -3.375 -0.921 0.385
C 3.397 -1.616 -0.407
C 2.257 -1.735 0.585
H -0.095 2.643 1.552
H 1.196 3.041 -0.781
H 3.527 -0.572 -0.563
H -1.294 2.885 -0.694
H 3.027 -1.962 -1.390
H 0.378 0.994 2.065
H -1.162 1.595 -1.817
H -3.800 -1.573 1.145
H -1.974 1.376 -0.351
H 2.709 -1.801 1.671
H -1.319 1.287 1.711
H -4.222 -0.556 -0.381
H -1.968 -1.486 -1.391
H 1.650 -2.731 0.491
H 4.324 -2.033 -0.115
H -3.079 -0.023 1.063
H -2.173 -2.713 -0.199
H 1.343 1.536 -1.538
H 1.967 1.848 0.088
```

Properties
Net charge: +1
Energy relative to the best compared isomer or geometry (same formula, charge and spin) (kJ/mol): 0.0
Multiplicity: 1
HOMO level (eV): -14.7980

Record-wise maximum force values, in eV/Å: 1.1, 6.0
Record-wise frontier orbital gap values, in Ha: 0.33929, 0.45556
Record-wise LUMO values, in eV: 0.683, -2.402